Density functional theory data (ωB97M-V with the def2-TZVPD basis set) for a cluster of 16 separate species, C36H59N19PS in total.

Atoms and positions in Å:
N 5.690307 -1.737281 -1.082250
C 4.327226 -1.599110 -1.184835
N 3.800973 -0.245819 -0.994740
C 2.337193 -0.273751 -0.709003
C 1.489151 -1.234143 -1.691316
P -0.221418 -1.453715 -0.916535
S -1.242116 -2.971465 -1.572431
C 2.239190 -2.587313 -2.093893
N 3.550642 -2.825598 -1.417581
H 6.363830 -1.219762 -1.658441
H 6.025320 -2.427666 -0.383156
H 4.048498 0.397725 -1.762572
H 2.160192 -0.680147 0.359515
H 1.852481 0.774175 -0.707502
H 1.333380 -0.636572 -2.667816
H -0.076335 -1.478403 0.527475
H -0.948943 -0.232792 -1.188717
H 1.561908 -3.481724 -1.807285
H 2.303223 -2.635123 -3.246284
H 3.363395 -3.254972 -0.496361
C -0.160618 3.620245 -0.582570
C -0.425550 2.300913 0.076826
N -0.637118 1.244886 0.597801
H 0.468320 3.475346 -1.463130
H -1.103286 4.078709 -0.890397
H 0.349826 4.286959 0.113130
C 3.686262 -5.193285 -4.502384
C 4.371017 -5.176117 -5.837229
N 4.917356 -5.162417 -6.898689
H 4.268079 -4.618518 -3.779236
H 2.691325 -4.753230 -4.590184
H 3.590934 -6.220613 -4.146749
C 2.550374 1.701521 2.859294
C 2.179221 3.000297 2.206735
N 1.883804 4.034799 1.688709
H 3.517150 1.360927 2.484039
H 2.614409 1.834536 3.940587
H 1.793929 0.946312 2.636861
C -4.830376 5.019157 -0.955661
C -3.541750 5.020549 -1.721012
N -2.511561 5.027179 -2.328248
H -5.393115 5.928084 -1.176429
H -5.429966 4.151413 -1.237499
H -4.625834 4.978623 0.115092
C -2.208088 -7.327141 -0.083767
C -2.745400 -6.489167 -1.207681
N -3.186223 -5.802395 -2.130113
H -1.412170 -6.788000 0.435227
H -3.005952 -7.554762 0.626479
H -1.804471 -8.262794 -0.478074
C 8.010549 -6.874699 -6.164516
C 8.944934 -6.580376 -5.028036
N 9.686983 -6.346119 -4.122299
H 7.615358 -7.887284 -6.067481
H 7.180766 -6.166028 -6.155519
H 8.541565 -6.789042 -7.113961
C -2.600728 -5.298831 -6.179441
C -2.789265 -5.336565 -4.689940
N -2.971794 -5.366843 -3.491831
H -1.608795 -5.675018 -6.433509
H -3.354781 -5.919138 -6.670954
H -2.695877 -4.272404 -6.537469
C -3.892645 8.176160 -4.534163
C -4.637758 8.140482 -3.232230
N -5.230457 8.112127 -2.195529
H -4.557332 8.510207 -5.332513
H -3.049681 8.865097 -4.459983
H -3.518572 7.178908 -4.774913
C 12.852828 -7.590712 -3.216216
C 14.331621 -7.840087 -3.159395
N 15.507998 -8.038251 -3.114230
H 12.509126 -7.178092 -2.266485
H 12.625703 -6.882835 -4.014673
H 12.325746 -8.526364 -3.409494
C -1.621873 2.425211 -5.003151
C -2.008953 3.723203 -5.648439
N -2.316847 4.755751 -6.161667
H -0.655092 2.097331 -5.390312
H -1.550191 2.557779 -3.921936
H -2.373541 1.665070 -5.221235
C -5.146870 4.779914 3.821897
C -5.676325 5.607695 2.688139
N -6.097875 6.264888 1.784307
H -4.347769 5.318875 4.333319
H -5.946757 4.569203 4.534049
H -4.752762 3.838346 3.439923
C -0.861861 4.034472 4.624619
C -2.040618 3.213588 4.191520
N -2.980301 2.559990 3.846252
H 0.062515 3.493094 4.417812
H -0.849502 4.980807 4.079630
H -0.921589 4.239449 5.695030
C -4.581714 0.147570 5.494313
C -4.387958 -0.144053 6.953001
N -4.233823 -0.378277 8.113444
H -4.083097 -0.615224 4.894142
H -5.646632 0.148735 5.255300
H -4.160469 1.125155 5.249102
C -4.141343 1.091402 11.399428
C -4.283535 2.535163 11.779294
N -4.387573 3.688034 12.073601
H -5.036783 0.540367 11.691099
H -4.005650 1.004107 10.319684
H -3.276029 0.657305 11.903340
C -1.629819 3.928637 9.705985
C -1.284819 3.429070 8.333619
N -1.010159 3.032165 7.240304
H -1.066835 4.837931 9.922986
H -2.697371 4.148011 9.764078
H -1.381432 3.170008 10.449945
C -3.763219 1.093091 -1.837103
C -4.286657 1.918565 -2.976269
N -4.711827 2.577870 -3.885819
H -2.968976 1.635492 -1.320021
H -4.568226 0.881751 -1.131314
H -3.363920 0.149602 -2.215100

Forces on atoms 1 to 3 (eV/Å):
N -0.98 -0.58 0.38
C 0.64 0.94 -0.09
N -0.91 -3.29 -1.62

Computed properties:
energy relative to the best compared isomer or geometry (same formula, charge and spin) = 562.4 kJ/mol
HOMO-LUMO gap = 0.0617 Eh
LUMO = -0.1943 Eh
multiplicity = 1
charge = +1
HOMO = -7.0 eV

Results of the Mulliken charge analysis, in e, for atoms 1 through 8:
1 N -0.364
2 C 0.223
3 N -0.188
4 C -0.781
5 C 0.297
6 P 0.293
7 S -0.352
8 C -0.710